Entry 1:
A structure of composition C33H57N7O7RbS in a non-equilibrium geometry, computed with ωB97M-V with the def2-TZVPD basis set.

Kohn-Sham gap: 7.97 eV
total energy: -2624.136229 Ha
energy relative to the best compared isomer or geometry (same formula, charge and spin): 13.9 kcal per mole
total charge: -1

CARTESIAN COORDINATES (ANGSTROEM)
1 Rb 0.743 -2.419 1.401
2 C 2.569 3.608 1.080
3 C 1.506 2.763 0.370
4 C 0.162 3.511 0.336
5 C -0.964 2.917 -0.541
6 C -2.130 3.908 -0.514
7 C -0.501 2.707 -1.984
8 N -1.403 1.610 0.049
9 C -2.730 1.101 -0.354
10 C -2.919 -0.334 0.130
11 N -2.635 -0.562 1.542
12 C -2.337 -1.968 1.809
13 C -1.502 -2.159 3.108
14 O -1.774 -3.126 3.824
15 O -0.572 -1.307 3.275
16 C -3.581 -0.017 2.532
17 C -5.050 -0.208 2.134
18 C -3.335 1.459 2.906
19 C -2.020 1.827 3.631
20 C -2.032 3.342 3.840
21 C -1.958 1.125 4.999
22 N -0.892 1.451 2.761
23 C 0.444 1.852 3.192
24 C 1.515 1.192 2.326
25 N 1.387 1.394 0.883
26 C 2.183 0.442 0.097
27 C 1.337 -0.182 -1.019
28 O 1.850 -0.335 -2.149
29 O 0.142 -0.494 -0.713
30 H 2.732 4.539 0.532
31 H 3.519 3.069 1.126
32 H 2.269 3.863 2.100
33 H 1.829 2.669 -0.669
34 H 0.356 4.516 -0.051
35 H -0.219 3.631 1.354
36 H -1.771 4.890 -0.824
37 H -2.544 3.999 0.496
38 H -2.928 3.614 -1.198
39 H -0.025 3.620 -2.353
40 H -1.339 2.469 -2.642
41 H 0.215 1.890 -2.067
42 H -1.297 1.620 1.137
43 H -0.713 0.863 -0.209
44 H -2.803 1.099 -1.444
45 H -3.510 1.753 0.034
46 H -2.206 -0.952 -0.415
47 H -3.929 -0.651 -0.172
48 H -1.709 -2.349 0.997
49 H -3.231 -2.599 1.863
50 H -3.418 -0.600 3.442
51 H -5.339 0.483 1.336
52 H -5.697 -0.023 2.993
53 H -5.230 -1.229 1.790
54 H -4.150 1.748 3.577
55 H -3.433 2.088 2.015
56 H -2.940 3.633 4.373
57 H -2.013 3.868 2.879
58 H -1.175 3.668 4.432
59 H -2.934 1.160 5.491
60 H -1.236 1.615 5.657
61 H -1.654 0.083 4.885
62 H -0.871 0.422 2.738
63 H 0.648 1.528 4.222
64 H 0.541 2.939 3.170
65 H 1.464 0.117 2.501
66 H 2.489 1.519 2.716
67 H 2.538 -0.392 0.714
68 H 3.069 0.900 -0.348
69 N 2.890 -1.479 3.983
70 C 3.908 -2.333 3.335
71 C 3.224 -3.017 2.140
72 O 2.501 -4.002 2.410
73 O 3.351 -2.480 1.009
74 H 3.203 -1.209 4.905
75 H 2.050 -2.032 4.123
76 H 4.300 -3.111 3.997
77 H 4.727 -1.708 2.983
78 C 3.976 -2.898 -2.653
79 C 2.938 -3.943 -3.067
80 C 1.600 -3.809 -2.332
81 N 0.773 -2.746 -2.885
82 C -0.544 -2.792 -2.945
83 S -1.549 -4.061 -2.516
84 N -1.140 -1.619 -3.446
85 C -0.720 -0.721 -4.390
86 O -1.258 0.371 -4.480
87 C 0.366 -1.127 -5.341
88 C 1.219 -0.141 -5.822
89 C 2.172 -0.450 -6.779
90 C 2.262 -1.745 -7.276
91 C 1.402 -2.728 -6.807
92 C 0.456 -2.423 -5.839
93 H 4.914 -3.049 -3.194
94 H 4.175 -2.968 -1.580
95 H 3.623 -1.885 -2.849
96 H 3.327 -4.941 -2.852
97 H 2.752 -3.890 -4.144
98 H 1.810 -3.600 -1.281
99 H 1.036 -4.734 -2.392
100 H 1.197 -1.805 -2.862
101 H -2.001 -1.370 -2.987
102 H 1.123 0.863 -5.430
103 H 2.842 0.319 -7.143
104 H 2.997 -1.985 -8.036
105 H 1.466 -3.737 -7.195
106 H -0.222 -3.194 -5.490

Entry 2:
A structure of composition C33H57NPS3Zn in a non-equilibrium geometry, computed with ωB97M-V with the def2-TZVPD basis set.

Kohn-Sham gap: 7.01 eV
total energy: -4661.395792 Ha
total charge: +1

CARTESIAN COORDINATES (ANGSTROEM)
1 Zn 9.714 9.605 10.666
2 C 10.004 6.243 11.021
3 C 8.569 6.410 10.682
4 S 8.188 8.062 9.887
5 C 8.775 7.689 8.163
6 C 10.088 8.298 7.688
7 S 10.680 9.709 8.619
8 C 12.690 8.573 11.515
9 C 12.093 7.471 12.423
10 S 10.299 7.396 12.369
11 H 10.649 6.481 10.106
12 H 10.244 5.212 11.414
13 H 7.863 6.252 11.553
14 H 8.315 5.767 9.844
15 H 7.908 7.966 7.639
16 H 8.878 6.580 8.107
17 H 9.995 8.591 6.620
18 H 10.900 7.548 7.693
19 H 13.765 8.529 11.491
20 H 12.329 8.473 10.469
21 H 12.359 7.618 13.492
22 H 12.544 6.547 12.051
23 C 14.565 11.433 11.201
24 C 13.738 10.774 12.224
25 C 14.127 10.836 13.527
26 C 13.168 10.601 14.606
27 C 13.737 10.543 15.957
28 C 11.825 10.529 14.326
29 C 11.341 10.322 12.983
30 C 12.432 10.117 11.939
31 N 10.055 10.207 12.599
32 C 8.866 10.481 13.540
33 C 7.610 10.502 12.623
34 C 6.370 10.732 13.482
35 C 6.159 9.623 14.557
36 C 7.403 9.586 15.456
37 C 7.524 10.944 16.250
38 C 7.710 12.092 15.232
39 C 6.481 12.046 14.291
40 C 8.928 11.794 14.389
41 C 8.608 9.312 14.609
42 H 14.002 12.172 10.556
43 H 15.044 10.672 10.499
44 H 15.269 12.069 11.684
45 H 15.161 11.010 13.749
46 H 13.153 9.960 16.642
47 H 13.767 11.559 16.401
48 H 14.804 10.205 15.978
49 H 11.112 10.585 15.124
50 H 12.074 10.538 10.981
51 H 7.434 9.535 12.155
52 H 7.806 11.347 11.919
53 H 5.437 10.816 12.852
54 H 6.017 8.635 14.082
55 H 5.261 9.862 15.147
56 H 7.329 8.776 16.217
57 H 8.404 10.973 16.957
58 H 6.642 11.108 16.917
59 H 7.758 13.044 15.731
60 H 6.577 12.825 13.528
61 H 5.548 12.298 14.839
62 H 9.818 11.718 15.017
63 H 9.127 12.615 13.698
64 H 8.442 8.337 14.083
65 H 9.533 9.230 15.225
66 C 8.217 14.636 11.480
67 C 7.891 14.149 10.046
68 C 6.503 13.545 10.009
69 P 9.257 12.833 9.425
70 C 10.761 14.063 9.333
71 C 11.563 13.963 10.613
72 C 10.492 15.550 8.945
73 C 8.910 12.651 7.545
74 C 8.132 11.342 7.339
75 C 8.212 13.779 6.835
76 H 7.339 14.572 12.181
77 H 8.552 15.680 11.512
78 H 9.007 14.033 11.924
79 H 8.038 14.921 9.280
80 H 6.175 12.976 10.874
81 H 6.395 12.776 9.163
82 H 5.710 14.307 9.839
83 H 11.310 13.587 8.531
84 H 11.137 14.642 11.336
85 H 12.616 14.303 10.530
86 H 11.591 12.973 11.107
87 H 9.793 15.981 9.670
88 H 10.202 15.655 7.928
89 H 11.456 16.075 9.089
90 H 10.032 12.495 7.207
91 H 7.036 11.598 7.297
92 H 8.230 10.594 8.148
93 H 8.426 10.841 6.415
94 H 7.248 13.947 7.328
95 H 8.031 13.559 5.751
96 H 8.777 14.705 6.965

Entry 3:
A structure of composition C33H58BCl2F8NNbO8 in a non-equilibrium geometry, computed with ωB97M-V with the def2-TZVPD basis set.

Kohn-Sham gap: 5.95 eV
total energy: -3749.732232 Ha
total charge: -1

CARTESIAN COORDINATES (ANGSTROEM)
1 C 1.943 -4.365 5.524
2 C 0.720 -3.599 4.778
3 C -0.190 -2.832 5.870
4 C -1.755 -3.233 5.792
5 C -2.536 -2.177 4.836
6 C -4.133 -2.507 4.816
7 C -5.033 -1.157 4.763
8 C -5.819 -0.954 3.380
9 C -5.165 0.200 2.456
10 C -3.593 -0.187 2.318
11 C -3.034 0.704 1.077
12 C -1.417 0.634 1.131
13 C -0.889 0.591 -0.409
14 C 0.518 -0.191 -0.398
15 C 0.851 -0.968 -1.764
16 Nb 1.774 0.419 -3.374
17 C 2.655 -1.450 -4.314
18 C 2.817 -1.486 -5.882
19 C 2.902 -3.044 -6.362
20 F 1.834 -0.814 -6.676
21 B 2.710 1.872 -4.877
22 O 3.753 1.553 -5.853
23 O 2.339 3.301 -4.917
24 C 2.635 3.895 -3.619
25 C 3.232 5.374 -3.938
26 C 3.751 0.587 -2.170
27 O 3.743 0.990 -0.980
28 N 5.103 0.232 -2.765
29 C 5.886 1.441 -3.028
30 O 6.275 2.124 -2.064
31 F 6.265 1.889 -4.313
32 C -0.204 0.211 -4.529
33 Cl -0.796 -1.476 -5.042
34 C -1.075 1.268 -4.879
35 C -0.781 2.765 -4.481
36 Cl -2.656 0.959 -5.790
37 H 1.599 -4.748 6.555
38 H 2.836 -3.654 5.619
39 H 2.260 -5.289 4.923
40 H 1.204 -2.885 4.020
41 H 0.045 -4.336 4.214
42 H -0.134 -1.703 5.663
43 H 0.245 -3.093 6.898
44 H -1.802 -4.271 5.296
45 H -2.241 -3.332 6.821
46 H -2.147 -2.362 3.780
47 H -2.328 -1.104 5.200
48 H -4.335 -3.004 5.835
49 H -4.349 -3.219 3.946
50 H -4.338 -0.261 4.955
51 H -5.739 -1.205 5.673
52 H -6.893 -0.598 3.613
53 H -5.899 -1.925 2.784
54 H -5.634 0.241 1.405
55 H -5.271 1.224 2.943
56 H -3.509 -1.311 2.071
57 H -3.009 0.057 3.275
58 H -3.410 1.781 1.136
59 H -3.421 0.216 0.118
60 H -1.156 -0.313 1.712
61 H -0.980 1.515 1.716
62 H -0.662 1.687 -0.683
63 H -1.652 0.109 -1.105
64 H 1.314 0.553 -0.072
65 H 0.443 -0.977 0.441
66 H 1.575 -1.830 -1.527
67 H -0.149 -1.394 -2.153
68 H 1.184 1.802 -2.378
69 H 1.961 -2.326 -4.008
70 H 3.678 -1.725 -3.854
71 H 3.850 -1.054 -6.150
72 H 3.055 -3.668 -5.421
73 H 3.772 -3.199 -7.102
74 H 1.897 -3.311 -6.823
75 H 3.476 2.059 -6.653
76 H 1.731 4.008 -2.936
77 H 3.439 3.265 -3.111
78 H 3.039 5.617 -5.034
79 H 4.358 5.293 -3.779
80 H 2.780 6.131 -3.221
81 H 5.562 -0.387 -2.084
82 H -1.794 3.304 -4.343
83 H -0.207 2.926 -3.518
84 H -0.265 3.317 -5.343
85 C -10.069 4.278 -0.713
86 C -8.554 4.295 -0.726
87 O -8.035 4.353 0.611
88 C -7.963 3.177 1.266
89 O -8.303 2.121 0.803
90 C -7.350 3.374 2.650
91 F -7.857 4.445 3.295
92 F -6.017 3.568 2.588
93 F -7.543 2.317 3.467
94 H -10.458 5.131 -0.150
95 H -10.464 4.316 -1.730
96 H -10.449 3.376 -0.228
97 H -8.201 5.193 -1.238
98 H -8.145 3.437 -1.266
99 C 7.913 -0.102 1.245
100 C 7.174 -1.255 1.893
101 O 7.395 -2.475 1.164
102 C 8.541 -3.126 1.439
103 O 9.362 -2.750 2.233
104 C 8.622 -4.421 0.635
105 F 8.263 -4.253 -0.653
106 F 7.809 -5.374 1.138
107 F 9.861 -4.944 0.620
108 H 7.639 -0.014 0.190
109 H 7.681 0.837 1.749
110 H 8.994 -0.257 1.281
111 H 6.099 -1.064 1.865
112 H 7.452 -1.374 2.943